{"formula": "C35H76F6N4O5", "method": "ωB97M-V/def2-TZVPD", "species": ["C", "C", "N", "C", "C", "C", "C", "H", "H", "H", "H", "H", "H", "H", "H", "H", "H", "H", "H", "H", "H", "H", "C", "C", "N", "C", "C", "C", "C", "H", "H", "H", "H", "H", "H", "H", "H", "H", "H", "H", "H", "H", "H", "H", "C", "C", "N", "C", "C", "C", "C", "H", "H", "H", "H", "H", "H", "H", "H", "H", "H", "H", "H", "H", "H", "H", "C", "C", "N", "C", "C", "C", "C", "H", "H", "H", "H", "H", "H", "H", "H", "H", "H", "H", "H", "H", "H", "H", "C", "C", "O", "C", "O", "C", "F", "F", "F", "H", "H", "H", "H", "H", "C", "C", "O", "C", "O", "C", "F", "F", "F", "H", "H", "H", "H", "H", "C", "C", "O", "C", "H", "H", "H", "H", "H", "H"], "coordinates": [[-4.00, -1.71, 2.17], [-3.54, -0.60, 3.13], [-4.56, 0.39, 3.45], [-5.07, 1.06, 2.28], [-6.16, 2.16, 2.51], [-4.19, 1.32, 4.49], [-4.07, 0.60, 5.87], [-3.16, -2.41, 2.23], [-4.05, -1.30, 1.16], [-4.97, -2.17, 2.32], [-3.10, -1.02, 4.04], [-2.63, -0.09, 2.82], [-4.21, 1.45, 1.73], [-5.55, 0.28, 1.69], [-5.73, 3.06, 2.93], [-6.64, 2.33, 1.54], [-6.84, 1.76, 3.25], [-5.05, 1.99, 4.59], [-3.30, 1.93, 4.34], [-3.16, 0.04, 6.11], [-5.03, 0.19, 6.19], [-3.91, 1.47, 6.50], [0.45, 5.48, 10.28], [1.33, 5.88, 9.08], [0.71, 6.03, 7.77], [-0.16, 7.22, 7.59], [0.54, 8.47, 7.36], [0.12, 4.78, 7.30], [1.13, 3.73, 6.91], [-0.04, 4.57, 9.96], [-0.38, 6.16, 10.47], [1.05, 5.39, 11.19], [1.69, 6.88, 9.35], [2.28, 5.35, 8.99], [-0.71, 7.11, 6.65], [-0.97, 7.39, 8.30], [1.19, 8.44, 6.48], [-0.05, 9.37, 7.18], [1.20, 8.75, 8.18], [-0.42, 5.00, 6.37], [-0.42, 4.37, 8.15], [0.76, 2.78, 6.51], [1.74, 3.52, 7.79], [1.85, 4.23, 6.27], [6.70, 2.15, -3.60], [6.67, 2.15, -5.12], [5.27, 2.16, -5.60], [4.48, 3.31, -5.14], [2.92, 3.14, -5.30], [5.22, 1.89, -7.04], [5.95, 0.58, -7.46], [6.70, 3.18, -3.23], [7.57, 1.66, -3.16], [5.83, 1.73, -3.10], [7.19, 3.04, -5.46], [7.18, 1.24, -5.44], [4.54, 3.60, -4.10], [4.89, 4.16, -5.70], [2.54, 2.91, -6.30], [2.53, 2.46, -4.55], [2.46, 4.12, -5.12], [5.71, 2.72, -7.54], [4.18, 1.78, -7.35], [5.82, 0.30, -8.50], [5.59, -0.25, -6.85], [7.04, 0.57, -7.36], [-5.05, -7.63, 1.03], [-3.72, -8.38, 1.03], [-2.47, -7.63, 0.82], [-1.20, -8.08, 1.46], [0.00, -7.13, 1.30], [-2.24, -7.07, -0.57], [-1.63, -8.13, -1.50], [-5.79, -8.05, 1.70], [-5.49, -7.61, 0.03], [-4.91, -6.63, 1.44], [-3.63, -8.92, 1.98], [-3.69, -9.09, 0.21], [-1.00, -9.09, 1.11], [-1.32, -8.23, 2.53], [0.06, -6.56, 0.37], [0.98, -7.59, 1.25], [-0.14, -6.42, 2.12], [-3.20, -6.83, -1.01], [-1.76, -6.10, -0.52], [-1.90, -9.18, -1.39], [-1.94, -7.81, -2.49], [-0.55, -8.19, -1.38], [0.63, -0.93, -4.21], [0.23, -1.04, -2.79], [0.75, 0.11, -2.07], [0.89, 0.14, -0.75], [0.66, -0.88, -0.02], [1.52, 1.43, -0.12], [2.43, 1.99, -0.91], [0.58, 2.35, 0.11], [2.10, 1.09, 1.01], [-0.12, -0.42, -4.80], [0.95, -1.87, -4.65], [1.50, -0.27, -4.30], [0.56, -1.98, -2.36], [-0.85, -1.05, -2.67], [-4.21, 1.90, -4.10], [-3.25, 2.12, -5.27], [-3.36, 1.09, -6.37], [-2.64, 1.11, -7.59], [-1.95, 2.11, -7.96], [-2.74, -0.15, -8.46], [-3.53, -1.06, -7.92], [-3.31, 0.37, -9.58], [-1.55, -0.71, -8.75], [-5.25, 1.96, -4.44], [-4.25, 2.74, -3.40], [-3.94, 1.05, -3.47], [-2.25, 1.94, -4.87], [-3.47, 3.14, -5.60], [4.59, -4.53, -1.90], [5.59, -3.92, -2.88], [6.20, -4.65, -3.67], [5.98, -2.45, -2.61], [4.33, -5.55, -2.21], [3.65, -3.99, -1.93], [5.00, -4.69, -0.90], [6.52, -2.41, -1.66], [5.05, -1.90, -2.43], [6.54, -2.08, -3.47]], "lowdin_charge": [-0.08, -0.25, -0.22, -0.27, -0.08, -0.26, -0.08, 0.07, 0.06, 0.08, 0.10, 0.11, 0.11, 0.10, 0.06, 0.07, 0.08, 0.09, 0.12, 0.06, 0.08, 0.06, -0.08, -0.25, -0.17, -0.28, -0.13, -0.27, -0.09, 0.05, 0.07, 0.08, 0.10, 0.11, 0.11, 0.11, 0.08, 0.08, 0.07, 0.11, 0.09, 0.07, 0.06, 0.08, -0.11, -0.25, -0.21, -0.23, -0.07, -0.23, -0.10, 0.06, 0.07, 0.07, 0.11, 0.09, 0.10, 0.11, 0.06, 0.06, 0.06, 0.11, 0.10, 0.07, 0.07, 0.06, -0.09, -0.26, -0.20, -0.25, -0.09, -0.23, -0.09, 0.06, 0.06, 0.07, 0.11, 0.10, 0.10, 0.10, 0.05, 0.07, 0.07, 0.10, 0.10, 0.07, 0.07, 0.06, -0.06, -0.21, 0.02, -0.29, 0.09, -0.58, 0.18, 0.16, 0.19, 0.07, 0.09, 0.08, 0.12, 0.13, -0.08, -0.16, -0.03, -0.26, 0.10, -0.55, 0.18, 0.15, 0.17, 0.08, 0.08, 0.07, 0.12, 0.12, -0.03, -0.46, 0.05, -0.02, 0.08, 0.07, 0.09, 0.09, 0.07, 0.08], "homo_ev": -7.8, "charge": 0, "smiles": "CCOC(=O)C(F)(F)F.CCOC(=O)C(F)(F)F.CCN(CC)CC.CCN(CC)CC.CCN(CC)CC.CCN(CC)CC.CC(C)=O", "homo_lumo_gap_ev": 7.83, "lumo_energy_ev": 0.08, "e_tot_ha": -2573.37969, "de_lowest_ev": 0.577, "fmax_ev_per_a": 6.32}



{"formula": "C35H78F3N2O12", "method": "ωB97M-V/def2-TZVPD", "species": ["C", "C", "C", "C", "C", "C", "C", "C", "F", "F", "F", "C", "C", "O", "C", "N", "C", "C", "C", "C", "N", "O", "H", "H", "H", "H", "H", "H", "H", "H", "H", "H", "H", "H", "H", "H", "H", "H", "H", "H", "H", "H", "H", "H", "H", "H", "H", "H", "H", "H", "C", "O", "C", "C", "O", "C", "H", "H", "H", "H", "H", "H", "H", "H", "H", "H", "C", "O", "C", "C", "O", "C", "H", "H", "H", "H", "H", "H", "H", "H", "H", "H", "C", "O", "C", "C", "O", "C", "H", "H", "H", "H", "H", "H", "H", "H", "H", "H", "C", "O", "C", "C", "O", "C", "H", "H", "H", "H", "H", "H", "H", "H", "H", "H", "C", "O", "C", "C", "O", "C", "H", "H", "H", "H", "H", "H", "H", "H", "H", "H"], "coordinates": [[3.47, -1.40, 1.10], [1.95, -1.39, 1.34], [1.56, -2.86, 1.60], [1.65, -0.60, 2.64], [0.94, 0.78, 2.48], [-0.59, 0.48, 2.61], [-1.44, 1.54, 3.33], [-1.84, 2.72, 2.51], [-2.18, 2.40, 1.28], [-0.96, 3.71, 2.50], [-2.96, 3.25, 3.06], [1.46, 1.70, 3.57], [2.98, 2.06, 3.58], [3.78, 1.50, 2.55], [3.58, 1.73, 4.94], [3.00, 2.66, 5.92], [1.14, 1.43, 1.08], [1.27, 0.49, -0.14], [0.11, 0.81, -1.11], [2.54, 0.83, -0.94], [1.17, -0.95, 0.17], [-0.01, -1.44, 0.11], [3.95, -1.82, 1.96], [3.88, -0.41, 0.98], [3.73, -2.06, 0.27], [2.28, -3.27, 2.31], [1.60, -3.46, 0.70], [0.59, -2.94, 2.06], [1.08, -1.25, 3.28], [2.60, -0.49, 3.15], [-0.78, -0.47, 3.08], [-0.97, 0.39, 1.60], [-1.03, 1.84, 4.29], [-2.38, 1.06, 3.58], [0.91, 2.63, 3.60], [1.24, 1.22, 4.52], [3.06, 3.14, 3.51], [3.90, 2.13, 1.83], [3.35, 0.68, 5.15], [4.64, 1.92, 4.85], [3.68, 2.88, 6.64], [2.23, 2.22, 6.40], [0.26, 2.04, 0.91], [1.96, 2.13, 1.05], [0.33, 1.79, -1.53], [0.10, 0.14, -1.95], [-0.84, 0.86, -0.61], [2.39, 1.69, -1.57], [3.37, 1.04, -0.27], [2.84, -0.02, -1.54], [-0.44, -2.66, -3.10], [-0.37, -1.57, -4.00], [0.72, -1.67, -4.92], [0.27, -2.17, -6.27], [-0.20, -3.51, -6.21], [-1.62, -3.60, -6.19], [-1.42, -2.64, -2.63], [-0.32, -3.62, -3.61], [0.32, -2.56, -2.32], [1.50, -2.31, -4.51], [1.13, -0.66, -5.03], [1.13, -2.16, -6.95], [-0.50, -1.50, -6.69], [-2.03, -3.41, -7.19], [-2.06, -2.90, -5.48], [-1.88, -4.61, -5.88], [-5.47, 0.69, 4.54], [-4.61, -0.29, 5.10], [-4.22, 0.00, 6.43], [-5.03, -0.78, 7.45], [-6.40, -0.39, 7.44], [-7.23, -1.29, 6.73], [-5.93, 0.27, 3.65], [-6.26, 0.99, 5.23], [-4.89, 1.57, 4.25], [-4.29, 1.08, 6.63], [-3.17, -0.28, 6.53], [-4.64, -0.56, 8.45], [-4.93, -1.85, 7.27], [-7.40, -2.19, 7.31], [-6.80, -1.56, 5.76], [-8.18, -0.79, 6.56], [3.22, 2.72, -8.63], [3.45, 2.04, -9.84], [3.86, 0.69, -9.66], [2.71, -0.28, -9.86], [1.72, -0.13, -8.86], [0.59, 0.62, -9.30], [2.67, 3.63, -8.86], [2.64, 2.12, -7.92], [4.17, 3.00, -8.16], [4.31, 0.56, -8.67], [4.63, 0.48, -10.41], [3.10, -1.30, -9.77], [2.28, -0.17, -10.85], [-0.03, 0.00, -9.95], [0.89, 1.52, -9.84], [0.01, 0.90, -8.43], [-6.25, 7.67, -0.60], [-5.27, 7.75, 0.42], [-5.75, 7.38, 1.70], [-5.34, 5.96, 2.06], [-5.96, 5.01, 1.21], [-5.10, 4.54, 0.19], [-5.75, 7.71, -1.56], [-6.82, 6.74, -0.54], [-6.95, 8.52, -0.52], [-6.83, 7.49, 1.75], [-5.30, 8.06, 2.42], [-5.68, 5.75, 3.08], [-4.25, 5.85, 2.03], [-4.38, 3.82, 0.61], [-4.56, 5.35, -0.29], [-5.70, 4.02, -0.56], [5.45, -4.95, 2.02], [4.59, -5.05, 0.90], [5.15, -5.83, -0.15], [4.58, -7.24, -0.16], [4.95, -7.97, 1.00], [3.93, -8.02, 1.98], [4.87, -4.59, 2.86], [5.88, -5.92, 2.29], [6.26, -4.24, 1.82], [6.24, -5.86, -0.07], [4.89, -5.35, -1.09], [4.99, -7.77, -1.02], [3.50, -7.21, -0.27], [3.15, -8.74, 1.67], [3.47, -7.05, 2.14], [4.37, -8.36, 2.91]], "lowdin_charge": [-0.02, -0.44, -0.03, -0.05, -0.34, -0.08, -0.05, -0.67, 0.16, 0.16, 0.11, -0.10, -0.36, -0.04, -0.23, 0.01, -0.04, -0.43, -0.02, -0.02, -0.10, -0.01, 0.08, 0.05, 0.09, 0.08, 0.09, 0.07, 0.11, 0.10, 0.12, 0.10, 0.12, 0.12, 0.11, 0.12, 0.14, 0.09, 0.11, 0.12, 0.07, 0.06, 0.10, 0.11, 0.08, 0.08, 0.07, 0.08, 0.06, 0.09, -0.11, -0.20, -0.20, -0.20, -0.19, -0.11, 0.09, 0.08, 0.07, 0.13, 0.12, 0.12, 0.12, 0.09, 0.08, 0.09, -0.10, -0.20, -0.21, -0.21, -0.19, -0.11, 0.09, 0.09, 0.08, 0.13, 0.12, 0.12, 0.13, 0.09, 0.08, 0.09, -0.11, -0.19, -0.21, -0.20, -0.21, -0.11, 0.09, 0.08, 0.09, 0.13, 0.13, 0.13, 0.13, 0.09, 0.08, 0.09, -0.11, -0.19, -0.21, -0.21, -0.19, -0.10, 0.09, 0.08, 0.09, 0.13, 0.12, 0.13, 0.12, 0.07, 0.09, 0.09, -0.11, -0.21, -0.20, -0.20, -0.19, -0.11, 0.08, 0.08, 0.09, 0.13, 0.13, 0.13, 0.13, 0.09, 0.08, 0.09], "homo_ev": [-8.2, -9.0], "charge": 0, "homo_lumo_gap_ev": [8.70, 9.47], "lumo_energy_ev": [0.53, 0.52], "e_tot_ha": -2692.05546, "spin_multiplicity": 2, "fmax_ev_per_a": 2.12}



{"formula": "C35H79BrN2O9PS3", "method": "ωB97M-V/def2-TZVPD", "species": ["C", "C", "C", "C", "C", "C", "C", "C", "C", "C", "C", "C", "C", "C", "C", "C", "C", "C", "C", "C", "P", "Br", "C", "C", "C", "N", "C", "C", "C", "N", "H", "H", "H", "H", "H", "H", "H", "H", "H", "H", "H", "H", "H", "H", "H", "H", "H", "H", "H", "H", "H", "H", "H", "H", "H", "H", "H", "H", "H", "H", "H", "H", "H", "H", "H", "H", "H", "H", "H", "H", "H", "H", "H", "H", "H", "H", "H", "H", "H", "H", "H", "H", "H", "H", "H", "O", "S", "O", "O", "C", "C", "C", "H", "H", "H", "H", "H", "H", "H", "H", "O", "S", "O", "O", "C", "C", "C", "H", "H", "H", "H", "H", "H", "H", "H", "O", "S", "O", "O", "C", "C", "C", "H", "H", "H", "H", "H", "H", "H", "H"], "coordinates": [[-2.46, 3.26, 0.92], [-3.53, 2.25, 1.33], [-4.01, 2.38, 2.78], [-2.89, 2.22, 3.84], [-2.91, 0.86, 4.54], [-2.31, -0.26, 3.67], [-3.06, -1.61, 3.79], [-2.21, -2.71, 4.45], [-2.14, -2.62, 5.98], [-1.01, -1.75, 6.56], [0.41, -2.06, 6.02], [1.16, -0.78, 5.65], [2.67, -1.03, 5.41], [2.92, -1.01, 3.89], [4.43, -1.09, 3.55], [4.92, -2.50, 3.18], [4.08, -3.17, 2.08], [4.84, -3.35, 0.76], [3.97, -4.14, -0.26], [4.07, -3.48, -1.66], [2.61, -2.48, -2.15], [1.42, -1.95, -0.37], [3.24, -0.93, -2.86], [2.37, -0.29, -3.97], [2.31, 1.23, -3.69], [2.16, 1.97, -4.95], [1.66, -3.52, -3.32], [0.27, -3.07, -3.72], [-0.87, -2.92, -2.75], [0.14, -2.82, -4.95], [-1.60, 3.27, 1.59], [-2.89, 4.25, 0.85], [-2.10, 2.98, -0.07], [-3.23, 1.23, 1.09], [-4.40, 2.44, 0.70], [-4.53, 3.31, 2.95], [-4.70, 1.55, 2.93], [-1.89, 2.39, 3.44], [-3.07, 2.98, 4.61], [-3.91, 0.60, 4.88], [-2.32, 0.96, 5.45], [-2.28, 0.07, 2.64], [-1.30, -0.44, 4.05], [-3.24, -1.96, 2.77], [-3.99, -1.49, 4.34], [-2.70, -3.66, 4.22], [-1.24, -2.69, 3.96], [-3.07, -2.19, 6.34], [-2.04, -3.61, 6.41], [-0.98, -1.93, 7.63], [-1.19, -0.68, 6.44], [0.41, -2.77, 5.19], [0.99, -2.51, 6.82], [1.03, -0.04, 6.43], [0.77, -0.34, 4.73], [3.23, -0.20, 5.82], [2.97, -1.99, 5.83], [2.36, -1.85, 3.48], [2.56, -0.06, 3.51], [4.97, -0.79, 4.44], [4.66, -0.36, 2.77], [4.90, -3.14, 4.05], [5.94, -2.40, 2.80], [3.76, -4.16, 2.39], [3.18, -2.61, 1.83], [5.76, -3.88, 0.98], [5.12, -2.38, 0.35], [4.43, -5.12, -0.35], [2.96, -4.27, 0.09], [4.16, -4.26, -2.42], [4.94, -2.85, -1.77], [4.26, -1.11, -3.17], [3.28, -0.22, -2.03], [1.35, -0.62, -4.00], [2.89, -0.42, -4.92], [3.19, 1.57, -3.12], [1.41, 1.39, -3.09], [1.86, 2.91, -4.72], [3.09, 2.04, -5.36], [2.26, -3.71, -4.20], [1.56, -4.48, -2.81], [-1.79, -2.81, -3.32], [-0.78, -2.01, -2.17], [-1.01, -3.79, -2.11], [-0.81, -2.54, -5.16], [-2.74, 4.88, -2.70], [-1.43, 5.45, -2.62], [-0.95, 6.01, -1.39], [-1.25, 6.51, -3.79], [-2.22, 7.58, -3.88], [-2.02, 8.64, -2.81], [-0.25, 4.28, -3.20], [-3.23, 7.18, -3.86], [-2.07, 8.03, -4.87], [-2.23, 8.24, -1.82], [-2.70, 9.48, -2.98], [-1.00, 9.00, -2.81], [-0.59, 3.87, -4.15], [-0.17, 3.50, -2.45], [0.71, 4.79, -3.32], [5.30, -0.02, -8.42], [5.52, -0.65, -7.16], [5.27, 0.04, -5.93], [7.00, -1.24, -7.12], [8.10, -0.34, -7.38], [8.37, 0.60, -6.22], [4.66, -2.19, -7.12], [7.91, 0.22, -8.30], [8.96, -0.97, -7.55], [7.55, 1.29, -6.06], [9.27, 1.18, -6.41], [8.51, 0.03, -5.30], [4.88, -2.73, -8.03], [3.60, -1.96, -7.05], [4.98, -2.75, -6.25], [-10.08, -1.58, 2.87], [-9.92, -0.45, 2.01], [-9.59, -0.64, 0.63], [-8.88, 0.55, 2.67], [-7.58, 0.04, 3.01], [-6.70, -0.19, 1.79], [-11.34, 0.58, 2.13], [-7.68, -0.87, 3.60], [-7.12, 0.79, 3.65], [-7.10, -0.98, 1.16], [-5.70, -0.48, 2.10], [-6.64, 0.71, 1.19], [-11.57, 0.75, 3.17], [-12.16, 0.07, 1.63], [-11.13, 1.52, 1.62]], "lowdin_charge": [-0.10, -0.27, -0.19, -0.20, -0.20, -0.17, -0.19, -0.21, -0.19, -0.19, -0.20, -0.21, -0.19, -0.22, -0.20, -0.19, -0.22, -0.21, -0.24, -0.29, 0.70, 0.62, -0.30, -0.20, -0.28, 0.02, -0.24, -0.49, -0.06, 0.16, 0.06, 0.08, 0.06, 0.09, 0.10, 0.11, 0.08, 0.10, 0.11, 0.10, 0.09, 0.09, 0.08, 0.10, 0.10, 0.10, 0.09, 0.11, 0.11, 0.11, 0.08, 0.10, 0.11, 0.11, 0.09, 0.11, 0.11, 0.09, 0.11, 0.11, 0.11, 0.11, 0.11, 0.12, 0.04, 0.12, 0.11, 0.11, 0.07, 0.10, 0.09, 0.10, 0.08, 0.09, 0.09, 0.11, 0.11, 0.05, 0.07, 0.11, 0.11, 0.08, 0.04, 0.09, 0.08, -0.27, 0.55, -0.27, -0.26, -0.24, -0.07, -0.14, 0.12, 0.12, 0.07, 0.08, 0.09, 0.08, 0.06, 0.07, -0.25, 0.56, -0.30, -0.26, -0.24, -0.07, -0.12, 0.12, 0.12, 0.07, 0.09, 0.08, 0.08, 0.07, 0.07, -0.27, 0.57, -0.28, -0.26, -0.25, -0.07, -0.12, 0.12, 0.12, 0.07, 0.06, 0.08, 0.08, 0.08, 0.08], "homo_ev": -12.0, "charge": 1, "homo_lumo_gap_ev": 8.44, "lumo_energy_ev": -3.51, "e_tot_ha": -6277.29858, "fmax_ev_per_a": 1.55}